ORCA calculation (the ωB97M-V functional and the def2-TZVPD basis) on 3 unconnected molecules or ions with the total composition C6H15NO2.

The geometry in XYZ format:
```
24
C6H15NO2 (the ωB97M-V functional and the def2-TZVPD basis)
C 1.22 -0.82 0.27
C -0.94 -1.23 0.29
C 1.47 -1.04 -1.20
C -1.42 -1.27 1.73
O 1.55 -1.95 1.00
O 1.51 0.29 0.82
H 1.75 -1.64 1.89
H 0.45 1.29 0.56
H -0.66 -2.22 -0.05
H -1.75 -0.92 -0.39
H 1.11 -2.02 -1.53
H 2.55 -0.98 -1.38
H 0.97 -0.27 -1.78
H -1.76 -0.29 2.10
H -2.26 -1.96 1.89
H -0.62 -1.60 2.40
N -0.58 1.49 0.24
C -0.71 2.31 -0.94
C 0.31 2.59 -1.73
H -0.75 0.38 0.08
H -1.17 1.80 1.01
H -1.73 2.63 -1.15
H 0.15 3.16 -2.63
H 1.31 2.26 -1.50
```

Energy relative to the best compared isomer or geometry (same formula, charge and spin) = 95.5 kcal per mole
Spin multiplicity = 1
HOMO-LUMO gap = 8.138 eV
Max |F| = 0.38 eV Å⁻¹
Highest occupied orbital energy = -7.41 eV